{
  "formula": "C72H120N16",
  "method": "ωB97M-V/def2-TZVPD",
  "gap_ha": 0.31734,
  "total_charge": 0,
  "largest_force_ha_per_bohr": 0.0761,
  "species": ["N", "N", "N", "N", "N", "N", "N", "N", "N", "N", "N", "N", "N", "N", "N", "N", "C", "C", "C", "C", "C", "C", "C", "C", "C", "C", "C", "C", "C", "C", "C", "C", "C", "C", "C", "C", "C", "C", "C", "C", "C", "C", "C", "C", "C", "C", "C", "C", "C", "C", "C", "C", "C", "C", "C", "C", "C", "C", "C", "C", "C", "C", "C", "C", "C", "C", "C", "C", "C", "C", "C", "C", "C", "C", "C", "C", "C", "C", "C", "C", "C", "C", "C", "C", "C", "C", "C", "C", "H", "H", "H", "H", "H", "H", "H", "H", "H", "H", "H", "H", "H", "H", "H", "H", "H", "H", "H", "H", "H", "H", "H", "H", "H", "H", "H", "H", "H", "H", "H", "H", "H", "H", "H", "H", "H", "H", "H", "H", "H", "H", "H", "H", "H", "H", "H", "H", "H", "H", "H", "H", "H", "H", "H", "H", "H", "H", "H", "H", "H", "H", "H", "H", "H", "H", "H", "H", "H", "H", "H", "H", "H", "H", "H", "H", "H", "H", "H", "H", "H", "H", "H", "H", "H", "H", "H", "H", "H", "H", "H", "H", "H", "H", "H", "H", "H", "H", "H", "H", "H", "H", "H", "H", "H", "H", "H", "H", "H", "H", "H", "H", "H", "H", "H", "H", "H", "H", "H", "H"],
  "xyz": [[-2.1945, 0.9129, -0.7492], [-0.6991, -2.2162, -5.7721], [-3.6833, 6.8026, 5.1258], [1.0266, 0.9445, 0.3083], [4.6923, -0.5575, -5.3388], [4.2006, 0.2748, -2.2131], [-4.5290, -4.7907, -0.9250], [5.7362, -1.6801, 3.5637], [-1.5716, 0.9352, 3.7258], [-0.9212, 3.0645, -5.9553], [-2.4701, -2.2393, 3.8848], [4.0689, -3.7516, 1.2814], [6.7397, -2.9143, -1.9604], [-0.3999, -4.8216, 3.2218], [2.0204, 3.5254, 0.7807], [-3.7582, -5.9227, 1.5812], [-4.7865, 5.8458, 5.1045], [-0.5931, -4.3741, -5.2993], [-1.5322, 2.2739, 3.5597], [4.6610, -0.8250, 3.7281], [4.0180, -4.8863, -0.5835], [-2.9049, 1.7464, -0.0031], [-1.1861, -3.7012, -4.1415], [2.8333, -1.0413, -6.3628], [7.1628, -2.9287, -0.6471], [4.3176, -2.5286, 5.1132], [-2.9213, 8.8333, 6.4621], [-4.0375, -1.3695, 2.5636], [4.3305, -1.7788, -4.8752], [3.1742, -2.1476, -5.5447], [-0.1692, -3.4326, -6.1923], [-4.0179, 2.0906, -0.7524], [0.1976, 3.9009, -6.3606], [8.6480, -1.7501, -1.8158], [3.4634, -3.6195, -0.8545], [-6.8997, -4.6825, -0.2282], [-0.0695, -4.8615, 4.5915], [3.8086, 1.3282, -2.9885], [-2.7111, 0.8110, -1.9784], [-1.2853, -2.3748, -4.5505], [-4.9551, 4.9260, 6.2965], [2.2572, 4.1117, -0.5209], [-5.9596, -4.8224, -1.3482], [0.2361, -3.7756, 2.6681], [0.9179, -3.0497, 3.6258], [-3.4629, 7.3887, 3.7580], [-0.2407, 4.4673, 1.0303], [4.3898, -4.9446, 0.7271], [-0.5117, 3.8039, -3.5958], [-0.4887, 2.8102, 4.2456], [4.2812, 2.2932, 0.7309], [-2.4429, 6.5437, 2.9884], [3.7624, -1.3336, 4.6045], [-4.2675, -2.2919, -1.2544], [-2.5497, 1.3266, -6.6268], [0.1403, 1.7108, 4.9005], [-2.7814, -1.8730, 2.5850], [0.6446, -0.2688, 0.8662], [-2.8631, -7.0421, 3.2318], [3.7799, -0.0351, -6.1717], [3.2713, 3.1902, 1.4968], [0.4381, -1.1966, -0.1413], [-4.0290, -5.1841, 2.6922], [-4.0302, -3.5110, -0.3519], [2.9766, 5.4685, -0.6025], [-4.0567, 7.9213, 6.0794], [1.5565, 3.2802, -6.0503], [3.4556, -2.9431, 0.3732], [5.5463, 0.3626, -2.0013], [5.9989, 1.4832, -2.6962], [1.1559, 4.3231, 1.6043], [-3.4757, -5.8423, 3.7412], [-3.0105, -7.0450, 1.8602], [1.0810, 0.7994, -1.0278], [-0.8909, 2.6435, -4.5773], [-1.1787, 1.8437, -6.7900], [7.6900, -2.1734, -2.6912], [4.8297, 2.1068, -3.3243], [-4.5520, -1.5063, 3.8685], [-0.5132, 0.5502, 4.4998], [8.3395, -2.2635, -0.4820], [-3.7659, -5.3340, -2.0608], [5.6312, -2.6166, 4.5706], [0.7531, -3.7957, 4.8767], [-3.5959, -2.1122, 4.6405], [0.8230, -0.4850, -1.3159], [-2.3828, -5.6764, -1.5769], [-3.9156, 1.4981, -2.0006], [-5.7769, 6.3158, 4.8888], [3.7578, 4.1086, 1.8884], [4.8051, 2.8500, -4.0879], [4.9541, 1.9435, 1.5106], [-4.8330, 2.7629, -0.4922], [-1.1771, -5.4184, 2.8474], [-2.4434, -7.8798, 3.7319], [2.3377, 3.9761, -6.3784], [-4.5486, -1.0321, 1.6831], [6.3999, -3.3682, 4.7897], [3.7512, 1.3598, 0.4442], [-1.8167, -4.8548, -1.1907], [-1.7031, -1.5046, -4.0351], [-0.2823, -0.5085, 4.7095], [-4.4460, 1.5662, -2.9119], [-3.6722, -4.5223, -2.8101], [-0.3073, 5.0422, 0.1295], [-4.1380, -5.6726, 0.6457], [9.3790, -0.9916, -2.0070], [-6.5748, -3.7928, 0.3710], [-2.8401, 0.6523, -7.3897], [6.4562, -1.4369, 2.9287], [7.0166, 1.7860, -2.7886], [-1.9384, -2.0281, 1.9002], [-4.3527, 7.3486, 6.9619], [-2.3368, 2.7822, 3.0539], [0.0497, 4.8663, -5.8815], [3.6901, 0.9818, -6.6371], [-2.2331, 0.2248, -2.7551], [4.4666, -0.0121, 3.0211], [-1.1397, 2.1655, -7.8667], [-4.3873, -3.3572, 0.6442], [-3.5767, -5.5613, 4.7986], [-0.7497, 3.4556, -2.5688], [-5.0142, 5.4707, 7.2898], [-7.9260, -4.4474, -0.5362], [-2.9409, -3.5393, -0.1394], [-3.7922, -2.2685, -2.2668], [-6.8919, -5.5597, 0.4113], [-2.6289, -6.3997, -0.7714], [2.7652, -0.9344, 4.7974], [0.7679, -0.8454, -2.3535], [-2.6753, 0.8175, -5.6454], [4.8562, -5.7298, 1.2225], [6.5883, -3.4473, 0.0888], [-2.2912, 0.3099, 3.4281], [-3.3094, 2.1253, -6.6023], [-5.3260, -2.1318, -1.4122], [-3.7222, -2.3997, 5.6577], [1.0691, 1.6565, 5.5103], [4.0600, -3.1920, 5.8950], [-0.1392, 1.7863, -4.4794], [5.3874, 0.0600, -4.9468], [1.5310, -2.1407, 3.5451], [0.1035, -3.6276, 1.5732], [4.6169, 2.7965, -0.1446], [-2.1242, 8.2167, 6.8282], [-4.9954, 8.4665, 5.7659], [-4.4134, -4.1357, 2.5511], [3.0673, 2.6394, 2.4626], [0.5094, 4.1944, -3.5333], [6.1343, -0.3487, -1.3957], [2.9568, -3.3102, -1.7479], [2.7607, 1.3513, -3.1875], [-0.4525, -5.4505, -5.4620], [-6.1683, -4.0491, -2.0761], [2.9623, 5.7745, -1.6926], [3.9736, 5.2624, -0.3385], [-3.2870, 9.5329, 7.2508], [-0.4634, 0.9710, -6.6159], [4.2729, -3.5081, 2.2687], [-1.8582, -6.1499, -2.4120], [-6.1205, -5.8221, -1.7867], [-4.4650, 7.3652, 3.3065], [-3.0385, 8.3686, 3.8101], [5.9182, -3.3232, -2.2713], [-2.8120, 5.5616, 2.7574], [-2.5570, 2.0792, 0.9369], [1.0643, 3.8700, 2.5717], [8.8000, -1.9874, 0.4537], [-1.5178, 6.4393, 3.6215], [-2.2168, 7.0659, 2.0334], [2.7111, -3.1498, -5.4523], [1.6003, 5.3717, 1.8070], [-0.5855, -1.3107, -6.2176], [1.3179, -3.6712, 5.8102], [-2.5416, 9.4700, 5.6580], [-5.8089, 4.2408, 6.2190], [4.2088, -5.7221, -1.2685], [-0.7546, 3.5244, 0.7785], [-4.6107, 5.2609, 4.2110], [-4.3139, -6.1728, -2.5482], [1.7330, 2.4474, -6.7052], [3.3073, -1.9028, 0.5936], [1.9418, -0.9800, -6.9798], [4.8412, -2.2340, -4.0630], [-4.0720, 4.3902, 6.5216], [-1.5546, -4.0210, -3.1845], [-2.6112, -7.8258, 1.1941], [1.3188, 1.6030, -1.7096], [1.7494, 2.9372, -5.0228], [1.3356, 1.8212, 0.7606], [0.1527, 4.0516, -7.4332], [-0.1389, 3.8576, 4.2904], [2.4729, 6.2308, 0.1097], [3.7008, -0.4034, -1.6930], [0.4389, -3.6363, -7.0318], [-3.8940, -1.4150, -0.6975], [-1.2593, 0.6162, -0.4765], [-1.1546, 4.6418, -3.8300], [-5.5651, -1.2828, 4.1156], [0.5739, -0.3391, 1.9595], [-1.7740, -2.9027, 4.1631], [2.8180, 3.3683, -1.1023], [7.5021, -1.9541, -3.6891], [1.3662, 4.0737, -1.0833], [-0.7428, 5.0436, 1.7837], [-0.4557, -5.5511, 5.3435], [0.0137, -2.2045, -0.0352], [-1.8691, 2.2243, -4.3216]],
  "lowdin_charge": [0.036, 0.020, -0.167, 0.047, 0.009, 0.053, -0.207, 0.019, 0.042, -0.188, 0.046, 0.023, 0.046, 0.027, -0.221, 0.013, -0.296, -0.104, -0.168, -0.152, -0.136, -0.140, -0.068, -0.125, -0.162, -0.093, -0.101, -0.135, -0.141, -0.102, -0.148, -0.107, -0.242, -0.110, -0.111, -0.096, -0.139, -0.202, -0.170, -0.147, -0.090, -0.274, -0.271, -0.182, -0.111, -0.241, -0.061, -0.151, -0.074, -0.122, -0.070, -0.104, -0.134, -0.059, -0.124, -0.108, -0.165, -0.123, -0.136, -0.147, -0.231, -0.103, -0.142, -0.233, -0.051, -0.266, -0.091, -0.132, -0.134, -0.083, -0.265, -0.135, -0.134, -0.195, -0.263, -0.268, -0.131, -0.105, -0.102, -0.147, -0.090, -0.255, -0.122, -0.106, -0.127, -0.145, -0.091, -0.104, 0.119, 0.118, 0.090, 0.066, 0.095, 0.126, 0.082, 0.079, 0.094, 0.110, 0.064, 0.051, 0.088, 0.101, 0.085, 0.100, 0.065, 0.093, 0.084, 0.084, 0.061, 0.131, 0.078, 0.108, 0.087, 0.101, 0.105, 0.120, 0.092, 0.103, 0.129, 0.055, 0.100, 0.065, 0.080, 0.082, 0.107, 0.080, 0.077, 0.067, 0.092, 0.105, 0.065, 0.095, 0.084, 0.097, 0.094, 0.065, 0.108, 0.099, 0.076, 0.121, 0.126, 0.060, 0.108, 0.049, 0.068, 0.129, 0.114, 0.123, 0.059, 0.107, 0.084, 0.092, 0.095, 0.107, 0.095, 0.040, 0.085, 0.112, 0.142, 0.082, 0.119, 0.113, 0.089, 0.085, 0.043, 0.071, 0.070, 0.084, 0.091, 0.082, 0.096, 0.137, 0.120, 0.094, 0.062, 0.079, 0.104, 0.068, 0.098, 0.129, 0.047, 0.094, 0.075, 0.079, 0.051, 0.042, 0.116, 0.097, 0.056, 0.108, 0.110, 0.103, 0.098, 0.114, 0.097, 0.059, 0.102, 0.072, 0.091, 0.101, 0.099, 0.092, 0.082, 0.073, 0.032, 0.109, 0.084, 0.083]
}